1.
# C14H10O4

2 unconnected molecules or ions with the total composition C14H10O4 in a non-equilibrium geometry (ωB97M-V with the def2-TZVPD basis set, OMol25).

```
28
Properties=species:S:1:pos:R:3
C 0.5022 5.1977 3.1689
C 1.3817 4.1236 2.9427
C 0.9664 3.0527 2.1539
C -0.3147 3.0129 1.5728
C -1.1878 4.0865 1.8015
C -0.7877 5.1845 2.5991
C -0.6555 1.7365 0.6998
O -1.8068 1.7759 0.2202
O 0.3205 0.9826 0.6974
O -0.3136 -0.9817 -0.6939
C 0.6663 -1.7433 -0.6989
O 1.7988 -1.7784 -0.2251
C 0.3170 -3.0066 -1.5682
C -0.9665 -3.0516 -2.1533
C -1.3820 -4.1228 -2.9424
C -0.5043 -5.1985 -3.1703
C 0.7852 -5.1855 -2.6007
C 1.1867 -4.0871 -1.8023
H 0.8243 6.0437 3.7895
H 2.3788 4.1157 3.3730
H 1.6496 2.2257 1.9824
H -2.1884 4.0923 1.3685
H -1.4654 6.0277 2.7822
H -1.6493 -2.2242 -1.9814
H -2.3818 -4.1138 -3.3732
H -0.8263 -6.0414 -3.7890
H 1.4639 -6.0290 -2.7836
H 2.1888 -4.0940 -1.3694
```

The max |F| is 3.635 eV Å⁻¹. The charge is 0. For the energy above the lowest of the compared OMol25 structures with the same formula, charge and spin, the calculation gives 82.2 kcal per mole. For the electronic energy, the calculation gives -840.25163 Eh. The calculation puts the LUMO energy (alpha / beta) at -5.04 / -5.05 eV.


2.
# C2F3HoNO6S2

A molecular structure, C2F3HoNO6S2 in a non-equilibrium geometry (ωB97M-V with the def2-TZVPD basis set, OMol25).

```
15
Properties=species:S:1:pos:R:3
N 0.0221 1.0644 -0.1428
S 0.7637 -0.1273 0.8695
O 0.9886 -1.3130 -0.1311
O 2.0549 0.5686 1.1982
S -1.4487 0.8176 -0.5818
O -1.8819 -0.6153 -0.6125
O -1.8149 1.6132 -1.7593
C -2.5890 1.5002 0.7358
F -2.3693 2.7994 0.8975
F -3.8576 1.3237 0.3840
F -2.3794 0.8868 1.8945
Ho -0.6858 -2.9101 -0.8897
O 4.5635 -1.5766 -1.7239
C 4.2763 -1.8434 -0.6252
O 4.3577 -2.1883 0.4869
```

The max |F| is 3.156 eV Å⁻¹. The charge is -1. The multiplicity is 5. For the electronic energy, the calculation gives -2626.48219 Eh. The calculation puts the LUMO energy (alpha / beta) at 2.38 / 2.47 eV.


3.
# C40H66N7OPRuSSi

A molecular structure, C40H66N7OPRuSSi (ωB97M-V with the def2-TZVPD basis set, OMol25).

```
118
Properties=species:S:1:pos:R:3
Ru 0.7181 0.6503 1.1337
C 0.4822 0.3868 3.2628
Si -1.0313 1.3806 3.5718
C -0.7099 3.0428 2.7195
N -0.4368 2.8391 1.2828
C -1.7010 2.7289 0.5156
C -1.5911 3.3743 -0.8546
C -1.2962 4.8721 -0.7523
C -0.2867 5.1491 0.3776
C 0.4578 3.8699 0.7293
C -2.5267 0.5558 2.7849
C -3.7788 1.1787 2.8101
C -4.8765 0.6181 2.1792
C -4.7467 -0.5946 1.5126
C -3.5211 -1.2393 1.4945
C -2.4211 -0.6676 2.1248
C -1.4792 1.7234 5.3695
C -2.4583 0.9964 6.0460
C -2.7322 1.2302 7.3862
C -2.0334 2.2067 8.0789
C -1.0570 2.9456 7.4266
C -0.7861 2.7009 6.0887
H 0.3596 -0.6658 3.5338
H 1.3025 0.8088 3.8533
H 0.2051 3.4312 3.1756
H -1.4953 3.7939 2.8832
H -2.5140 3.2018 1.0839
H -1.9663 1.6740 0.4061
H -2.5269 3.2033 -1.3946
H -0.8061 2.8591 -1.4142
H -2.2253 5.4166 -0.5675
H -0.9098 5.2352 -1.7075
H -0.8014 5.5197 1.2685
H 0.4243 5.9246 0.0891
H 1.2533 4.0334 1.4555
H 0.9391 3.4530 -0.1592
H -3.8975 2.1227 3.3313
H -5.8350 1.1199 2.2083
H -5.6024 -1.0367 1.0190
H -3.4204 -2.1922 0.9899
H -1.4685 -1.1860 2.0910
H -3.0228 0.2366 5.5180
H -3.4958 0.6503 7.8898
H -2.2494 2.3934 9.1229
H -0.5075 3.7109 7.9599
H -0.0135 3.2832 5.6006
S 4.0539 0.9934 1.2699
C 2.5499 1.4156 1.4154
N 0.7211 0.5301 -0.7848
P 0.8016 -0.2199 -2.1373
N 1.9103 -1.4581 -2.1475
C 1.9064 -2.4732 -3.1845
C 3.3139 -2.7461 -3.7092
C 4.2792 -3.0478 -2.5676
C 4.2335 -1.9375 -1.5229
C 2.8046 -1.7399 -1.0375
N -0.6806 -0.8261 -2.6119
C -1.7488 -0.8606 -1.6082
C -2.8643 -1.7838 -2.0713
C -3.5211 -1.2679 -3.3599
C -2.5186 -0.4630 -4.1928
C -1.1115 -1.0107 -3.9999
N 1.2818 0.7086 -3.4532
C 2.7050 1.0788 -3.4635
C 2.9586 2.1357 -4.5254
C 2.2500 3.4482 -4.1705
C 0.9742 3.1592 -3.3737
C 0.3810 1.8226 -3.7920
H 1.2608 -2.1578 -4.0020
H 1.4814 -3.4075 -2.7828
H 3.6634 -1.8695 -4.2623
H 3.2788 -3.5776 -4.4172
H 5.2921 -3.1944 -2.9475
H 3.9825 -3.9898 -2.0904
H 4.6010 -1.0015 -1.9525
H 4.8760 -2.1741 -0.6719
H 2.7276 -0.9352 -0.3074
H 2.4807 -2.6670 -0.5439
H -2.1541 0.1456 -1.4343
H -1.3303 -1.1976 -0.6581
H -3.6022 -1.8780 -1.2739
H -2.4463 -2.7806 -2.2378
H -4.3907 -0.6509 -3.1256
H -3.8893 -2.1132 -3.9453
H -2.5272 0.5866 -3.8897
H -2.7853 -0.4864 -5.2509
H -0.4023 -0.5139 -4.6598
H -1.1024 -2.0763 -4.2681
H 3.2931 0.1849 -3.6621
H 3.0205 1.4608 -2.4814
H 2.5955 1.7550 -5.4842
H 4.0325 2.2913 -4.6363
H 2.0104 3.9969 -5.0838
H 2.9127 4.0884 -3.5855
H 0.2399 3.9573 -3.5069
H 1.1979 3.1007 -2.3051
H 0.1799 1.8196 -4.8715
H -0.5753 1.6576 -3.2931
C 2.6905 -2.4417 2.5412
N 1.8506 -3.5279 2.0731
C 2.0180 -4.7943 2.7511
C 0.8070 -3.2582 1.2337
O 0.3515 -2.1282 1.0888
N 0.2788 -4.3348 0.5493
C -0.9226 -4.0830 -0.2197
C 1.1329 -5.3736 0.0033
H 3.7391 -2.6631 2.3287
H 2.5763 -2.3045 3.6197
H 2.4100 -1.5118 2.0469
H 2.0555 -4.6186 3.8291
H 2.9439 -5.2993 2.4593
H 1.1774 -5.4505 2.5410
H -1.5222 -3.3254 0.2769
H -1.4978 -5.0067 -0.3028
H -0.6829 -3.7213 -1.2277
H 2.1550 -5.2504 0.3501
H 1.1400 -5.3060 -1.0898
H 0.7840 -6.3714 0.2824
```

The max |F| is 0.581 eV Å⁻¹. The charge is 0. For the energy above the lowest of the compared OMol25 structures with the same formula, charge and spin, the calculation gives 0.0 kcal per mole. The multiplicity is 5. For the electronic energy, the calculation gives -3146.20001 Eh. The calculation puts the LUMO energy (alpha / beta) at 0.61 / -0.27 eV.